[1]
A 9-piece molecular cluster, C18H54O18 overall at a distorted geometry, computed with wB97M-V/def2-TZVPD.

Last columns: bonded neighbours and bond lengths (Å).
Element x y z (Å)
1 O 15.1666 -2.7498 -17.5853  C2 1.458, H5 0.971
2 C 15.9249 -3.5624 -16.6422  O1 1.458, C3 1.497, H6 1.101, H7 1.120
3 C 15.5961 -5.0225 -16.6268  C2 1.497, O4 1.388, H8 1.103, H9 1.089
4 O 16.2573 -5.6569 -17.6690  C3 1.388, H10 0.964
5 H 15.6972 -1.9555 -17.7627  O1 0.971
6 H 16.9922 -3.2975 -16.5867  C2 1.101
7 H 15.5862 -3.1755 -15.6477  C2 1.120
8 H 14.5010 -5.0568 -16.7566  C3 1.103
9 H 15.8591 -5.4272 -15.6502  C3 1.089
10 H 16.1251 -6.6076 -17.5830  O4 0.964
11 O 14.5608 7.2773 -15.4668  C12 1.458, H15 0.957
12 C 15.5354 6.8104 -14.4886  O11 1.458, C13 1.496, H16 1.092, H17 1.084
13 C 16.0885 5.5254 -15.0194  C12 1.496, O14 1.441, H18 1.107, H19 1.095
14 O 15.1132 4.4668 -15.0886  C13 1.441, H20 0.972
15 H 13.6995 7.4502 -15.0870  O11 0.957
16 H 16.3072 7.5808 -14.4230  C12 1.092
17 H 15.0085 6.7205 -13.5453  C12 1.084
18 H 16.8234 5.2176 -14.2508  C13 1.107
19 H 16.6243 5.6600 -15.9647  C13 1.095
20 H 14.3406 4.8076 -15.5706  O14 0.972
21 O 11.0184 -1.4621 -17.2961  C22 1.469, H25 0.968
22 C 11.7581 -2.6563 -16.8663  O21 1.469, C23 1.519, H26 1.096, H27 1.098
23 C 12.1860 -2.5847 -15.4104  C22 1.519, O24 1.458, H28 1.092, H29 1.095
24 O 11.0423 -2.6480 -14.5089  C23 1.458, H30 0.956
25 H 11.2188 -0.7374 -16.6862  O21 0.968
26 H 11.0856 -3.5136 -16.9818  C22 1.096
27 H 12.6652 -2.7159 -17.4826  C22 1.098
28 H 12.7375 -1.6498 -15.2933  C23 1.092
29 H 12.7808 -3.4330 -15.0556  C23 1.095
30 H 10.9649 -3.5543 -14.2148  O24 0.956
31 O 12.7416 -0.9839 -21.0919  C32 1.424, H35 0.968
32 C 12.8190 -0.2083 -19.9007  O31 1.424, C33 1.501, H36 1.088, H37 1.093
33 C 13.7952 0.9238 -20.0319  C32 1.501, O34 1.409, H38 1.082, H39 1.104
34 O 13.6677 1.7712 -18.9139  C33 1.409, H40 0.964
35 H 13.6207 -1.3565 -21.2487  O31 0.968
36 H 11.8303 0.2373 -19.8102  C32 1.088
37 H 13.0229 -0.7862 -18.9958  C32 1.093
38 H 13.6301 1.5104 -20.9255  C33 1.082
39 H 14.8032 0.4741 -20.0505  C33 1.104
40 H 14.0991 1.3825 -18.1443  O34 0.964
41 O 16.7365 -4.6495 -13.4038  C42 1.397, H45 0.969
42 C 15.6910 -3.8684 -12.9050  O41 1.397, C43 1.506, H46 1.101, H47 1.090
43 C 14.3619 -4.5253 -13.1701  C42 1.506, O44 1.442, H48 1.096, H49 1.095
44 O 14.4164 -5.9434 -12.9168  C43 1.442, H50 0.965
45 H 16.6026 -5.5454 -13.0588  O41 0.969
46 H 15.7494 -3.6761 -11.8229  C42 1.101
47 H 15.7116 -2.9145 -13.4311  C42 1.090
48 H 14.1333 -4.4496 -14.2389  C43 1.096
49 H 13.5083 -4.0869 -12.6426  C43 1.095
50 H 14.4244 -6.1100 -11.9667  O44 0.965
51 O 13.2940 -0.4328 -9.4960  C52 1.392, H55 0.973
52 C 14.4704 -1.0492 -9.0802  O51 1.392, C53 1.518, H56 1.120, H57 1.098
53 C 15.5717 -1.2355 -10.1085  C52 1.518, O54 1.398, H58 1.092, H59 1.093
54 O 16.2853 -0.0716 -10.4113  C53 1.398, H60 0.960
55 H 13.4559 0.5105 -9.6696  O51 0.973
56 H 14.8883 -0.4705 -8.2173  C52 1.120
57 H 14.1867 -1.9374 -8.5008  C52 1.098
58 H 15.0360 -1.6079 -10.9840  C53 1.092
59 H 16.2612 -2.0118 -9.7657  C53 1.093
60 H 16.8515 0.2067 -9.6873  O54 0.960
61 O 13.5012 2.1720 -10.5501  C62 1.467, H65 0.972
62 C 13.8228 3.3102 -9.6822  O61 1.467, C63 1.506, H66 1.099, H67 1.085
63 C 13.0163 4.5082 -10.1106  C62 1.506, O64 1.479, H68 1.092, H69 1.087
64 O 13.3444 5.6306 -9.2059  C63 1.479, H70 0.963
65 H 14.3484 1.7594 -10.7870  O61 0.972
66 H 13.3861 2.9823 -8.7287  C62 1.099
67 H 14.8820 3.5397 -9.6384  C62 1.085
68 H 11.9511 4.2950 -9.9975  C63 1.092
69 H 13.2916 4.8294 -11.1120  C63 1.087
70 H 12.8328 5.5258 -8.3969  O64 0.963
71 O 16.8357 -0.2348 -17.3180  C72 1.399, H75 0.966
72 C 17.7490 0.6999 -17.8188  O71 1.399, C73 1.508, H76 1.103, H77 1.100
73 C 17.5341 2.1188 -17.3546  C72 1.508, O74 1.452, H78 1.105, H79 1.096
74 O 16.1525 2.5368 -17.5123  C73 1.452, H80 0.969
75 H 17.2473 -0.6940 -16.5745  O71 0.966
76 H 18.7748 0.3169 -17.6900  C72 1.103
77 H 17.7295 0.6915 -18.9190  C72 1.100
78 H 18.2185 2.7751 -17.9216  C73 1.105
79 H 17.8651 2.3020 -16.3261  C73 1.096
80 H 15.9819 2.6501 -18.4593  O74 0.969
81 O 14.4174 0.5053 -15.8697  C82 1.377, H85 0.969
82 C 14.8154 1.1471 -14.7181  O81 1.377, C83 1.545, H86 1.096, H87 1.092
83 C 15.4437 0.1457 -13.7240  C82 1.545, O84 1.469, H88 1.096, H89 1.109
84 O 14.7817 -1.1520 -13.9118  C83 1.469, H90 0.984
85 H 15.1297 0.3310 -16.5037  O81 0.969
86 H 15.4151 2.0548 -14.8474  C82 1.096
87 H 13.9265 1.5467 -14.2250  C82 1.092
88 H 15.2702 0.5256 -12.7112  C83 1.096
89 H 16.5495 0.0639 -13.7585  C83 1.109
90 H 14.4856 -1.1112 -14.8489  O84 0.984

* highest occupied orbital energy: -9.55 eV
* electronic energy: -2072.31919 Eh
* structure (SMILES): OCCO.OCCO.OCCO.OCCO.OCCO.OCCO.OCCO.OCCO.OCCO
* ΔE to the lowest compared entry with this formula, charge and spin: 219.32 kJ/mol

[2]
One molecule with the formula C9H9N3OS at a distorted geometry, computed with wB97M-V/def2-TZVPD.

Last columns: bonded neighbours and bond lengths (Å).
Element x y z (Å)
1 C -0.6845 -1.5378 -2.5237  O2 1.447, H15 1.088, H16 1.059, H17 1.117
2 O -0.2504 -1.1706 -1.1930  C1 1.447, C3 1.357
3 C -0.1298 0.1496 -0.9041  O2 1.357, C4 1.430, C8 1.427
4 C -0.3272 1.2073 -1.8453  C3 1.430, C5 1.388, H18 1.056
5 C -0.1707 2.5111 -1.3960  C4 1.388, C6 1.401, H19 1.053
6 C 0.1793 2.7989 -0.0704  C5 1.401, C7 1.354, H20 1.111
7 C 0.3177 1.7885 0.8199  C6 1.354, C8 1.379, H21 1.138
8 C 0.2300 0.4659 0.4406  C3 1.427, C7 1.379, N9 1.422
9 N 0.3718 -0.6216 1.3458  C8 1.422, C10 1.371, C13 1.383
10 C 1.1781 -1.7210 1.2028  N9 1.371, N11 1.263, H22 1.077
11 N 1.1710 -2.5029 2.1948  C10 1.263, N12 1.368
12 N 0.2727 -1.9025 3.0340  N11 1.368, C13 1.357, H23 1.004
13 C -0.2577 -0.7416 2.5719  N9 1.383, N12 1.357, S14 1.666
14 S -1.3581 0.2350 3.3546  C13 1.666
15 H -1.6042 -1.0147 -2.7762  C1 1.088
16 H 0.0370 -1.2388 -3.2387  C1 1.059
17 H -0.7496 -2.6527 -2.4999  C1 1.117
18 H -0.6588 1.0320 -2.8324  C4 1.056
19 H -0.2860 3.2938 -2.0915  C5 1.053
20 H 0.2827 3.8456 0.2883  C6 1.111
21 H 0.5589 2.0119 1.9096  C7 1.138
22 H 1.7819 -1.8385 0.3190  C10 1.077
23 H 0.0957 -2.3970 3.8899  N12 1.004

* highest occupied orbital energy: -7.95 eV
* electronic energy: -986.03063 Eh
* structure (SMILES): COc1ccccc1-n1cn[nH]c1=S
* ΔE to the lowest compared entry with this formula, charge and spin: 0.00 kJ/mol

[3]
One molecule with the formula C3H5NS3 at a distorted geometry, computed with wB97M-V/def2-TZVPD.

Last columns: bonded neighbours and bond lengths (Å).
Element x y z (Å)
1 C 3.0987 0.5426 0.2340  H4 1.059, H5 1.111, H6 1.156, S10 1.881
2 C 0.3440 -0.2510 -0.0784  C3 1.471, S10 1.747, S11 1.736
3 C -0.6890 -1.2902 0.0508  C2 1.471, H7 1.057, N9 1.257
4 H 3.9931 -0.0234 0.2546  C1 1.059
5 H 3.0180 1.4089 0.9247  C1 1.111
6 H 3.2267 1.1943 -0.7120  C1 1.156
7 H -0.3474 -2.2806 -0.0886  C3 1.057
8 H -3.7885 -0.1806 0.4512  S12 1.340
9 N -1.9358 -1.1325 0.0407  C3 1.257, S12 1.602
10 S 1.9579 -0.9194 -0.0789  C1 1.881, C2 1.747
11 S 0.0965 1.4672 -0.0839  C2 1.736
12 S -2.6215 0.3148 0.0157  H8 1.340, N9 1.602

* highest occupied orbital energy: -8.32 eV
* electronic energy: -1366.54302 Eh
* ΔE to the lowest compared entry with this formula, charge and spin: 186.15 kJ/mol